Record 1
{
  "formula": "C13H27IN6Sr",
  "method": "the ωB97M-V functional and the def2-TZVPD basis",
  "total_charge": 2,
  "relative_energy_kcal_mol": 0.0,
  "molar_mass_g_mol": 481.92,
  "multiplicity": 1,
  "species": ["H", "H", "H", "H", "C", "H", "H", "H", "H", "C", "C", "C", "H", "C", "H", "H", "H", "N", "H", "N", "C", "Sr", "C", "C", "N", "H", "H", "H", "N", "H", "C", "H", "H", "H", "H", "N", "C", "H", "H", "I", "H", "H", "H", "C", "N", "C", "C", "H"],
  "positions_angstrom": [[3.3186, 1.0715, 2.7897], [2.4092, 3.1391, 1.6956], [3.2632, 1.0535, -3.1808], [-0.0929, 2.6073, -1.5684], [-3.4795, -0.0700, -0.5333], [1.4292, 4.0117, -0.2719], [0.9320, -2.6187, 1.3567], [0.1166, 3.2368, 0.5846], [-3.3379, 0.9510, -0.2080], [1.8479, -2.2215, -1.8229], [2.6053, 0.3973, 2.3086], [-4.6808, -0.6901, -0.8866], [2.5977, 2.8793, -1.8311], [1.0483, 3.0368, 0.0451], [2.8331, -1.7779, -1.6623], [0.9460, 1.5616, 2.4400], [-2.4092, -2.8782, -1.1865], [0.9119, -1.1326, -2.1937], [2.9096, -2.4441, 2.1475], [0.7273, 2.1924, -1.1380], [2.0617, 2.3943, 0.9743], [0.0066, -0.0458, -0.0338], [-4.3067, -1.9721, -1.2293], [2.4275, 0.8533, -2.5065], [1.4604, -2.1202, 0.6478], [2.0764, -0.7451, -3.9205], [0.3822, -3.3276, -0.6901], [2.1544, -0.1907, 3.1108], [-2.4370, -0.9018, -0.6189], [4.3818, -0.5711, 1.6295], [2.8481, -1.9436, 1.1795], [0.7005, 0.3066, -3.7012], [3.3843, -0.0258, 0.3355], [3.5325, -2.4852, 0.5237], [2.9461, 2.0876, 0.4122], [1.5207, 1.2026, 1.6806], [1.5176, -0.1836, -3.1674], [2.0315, -3.8578, -0.4576], [0.1143, -1.5633, -2.6554], [-6.5424, 0.1331, -0.9088], [1.9695, -2.9279, -2.6487], [1.4064, 2.6557, -3.0800], [-4.8808, -2.8183, -1.5704], [1.4096, -2.9657, -0.5746], [-2.9773, -2.0582, -1.0631], [3.3366, -0.5082, 1.3174], [1.8106, 2.2042, -2.1723], [2.9016, 0.4213, -1.6185]],
  "atomic_forces_ev_per_a": [[0.03, -0.01, -0.02], [-0.01, 0.01, -0.01], [-0.04, 0.04, -0.02], [0.01, 0.04, -0.01], [0.17, 0.08, 0.18], [0.01, 0.00, 0.01], [0.04, -0.02, 0.02], [0.00, -0.03, 0.02], [-0.06, -0.01, 0.01], [0.06, 0.12, -0.09], [-0.16, 0.06, 0.06], [0.41, -0.17, -0.12], [0.05, -0.03, -0.02], [-0.03, 0.05, -0.12], [-0.01, 0.00, 0.06], [0.03, -0.01, 0.03], [-0.02, -0.02, -0.01], [0.13, -0.03, 0.00], [0.00, 0.06, 0.03], [0.13, 0.07, 0.00], [0.08, -0.07, 0.12], [-0.36, -0.21, -0.01], [-0.05, -0.08, 0.01], [0.20, -0.04, -0.02], [0.05, -0.01, -0.08], [0.04, 0.00, 0.02], [-0.01, 0.04, -0.04], [0.02, -0.06, -0.03], [-0.12, -0.04, -0.14], [-0.02, -0.04, 0.03], [-0.16, -0.16, 0.00], [0.01, 0.05, 0.03], [-0.08, -0.01, 0.00], [0.04, 0.04, 0.00], [-0.04, -0.02, -0.05], [0.08, 0.15, -0.04], [-0.14, -0.08, -0.02], [0.01, 0.00, 0.00], [0.03, -0.02, -0.03], [-0.36, 0.14, -0.01], [-0.02, -0.03, 0.01], [0.01, -0.06, -0.04], [-0.05, 0.04, 0.01], [0.02, -0.03, 0.10], [0.10, 0.09, 0.13], [0.20, 0.07, -0.06], [-0.19, 0.15, 0.09], [-0.07, -0.01, 0.02]]
}

---

Record 2
{
  "formula": "C13H27N2O3PS",
  "method": "the ωB97M-V functional and the def2-TZVPD basis",
  "relative_energy_kcal_mol": 57.4,
  "molar_mass_g_mol": 322.41,
  "multiplicity": 1,
  "species": ["C", "H", "C", "H", "C", "H", "C", "O", "P", "H", "H", "O", "H", "H", "H", "H", "H", "H", "C", "N", "N", "H", "H", "H", "C", "H", "C", "H", "H", "H", "C", "H", "H", "H", "C", "H", "C", "C", "S", "H", "C", "H", "H", "C", "O", "H", "H"],
  "positions_angstrom": [[1.5552, 2.4081, -0.1912], [1.2564, -1.8317, -2.7307], [-0.8277, 0.9182, 1.5812], [-0.4334, 2.6336, 2.7967], [-1.9793, 0.0399, 1.7961], [-0.2451, 3.2474, -2.5484], [-1.3483, -3.7191, -1.2243], [0.6569, 2.3549, -1.1768], [0.0375, -1.7902, -0.2025], [-2.4757, -3.8988, 1.4910], [1.5794, 2.7779, 2.5257], [2.4372, 3.2871, -0.0814], [2.8216, 0.1737, -0.7130], [-0.7881, 2.9473, 1.0655], [-1.7019, 0.7199, -1.4969], [-2.2857, -4.3789, -1.1258], [0.1556, -0.8634, -3.7575], [3.0491, -0.4527, 0.9842], [2.8203, 0.4383, 0.3412], [-1.3419, -2.9007, -0.0275], [-0.2375, -0.8254, -1.6742], [1.6592, 1.0436, 3.0438], [-1.1327, -3.1561, 2.1137], [3.0603, 1.8922, 2.4624], [1.6163, 1.2501, 0.7865], [-0.5089, -4.3481, -1.1313], [-1.5247, -0.2299, -2.0223], [-2.6441, -0.0605, 0.9444], [1.2650, 4.1017, -2.2096], [-0.1185, 4.2847, -1.0852], [0.3873, 3.5869, -1.7599], [-0.8649, -4.5533, 1.2675], [-2.1575, 2.5387, 2.2079], [1.4966, -0.1375, -2.7091], [0.3873, 0.3662, 1.1023], [-1.6717, -0.9879, 2.0982], [1.9737, 1.7861, 2.2460], [0.7195, -0.9167, -2.8142], [1.6708, -2.9463, -0.6041], [-2.3145, -0.8764, -1.7840], [-1.1111, 2.3538, 1.9280], [-1.6817, -0.0459, -3.0706], [3.6114, 1.1833, 0.4593], [-1.4686, -3.6276, 1.2332], [0.5191, -0.9331, 1.1084], [-2.5904, 0.2453, 2.7647], [-1.2816, -3.0987, -2.2075]],
  "atomic_forces_ev_per_a": [[2.65, 1.56, 0.91], [0.26, -0.84, -0.21], [2.53, -1.07, -1.04], [-1.05, -0.10, -0.94], [-1.11, -2.24, 2.92], [-0.79, 0.61, -0.78], [-2.17, -0.18, -0.75], [0.69, -0.79, 1.90], [2.47, -2.82, -3.48], [-0.79, -0.10, -0.50], [-0.13, -0.54, -0.45], [-2.80, -1.74, -0.61], [-0.29, -0.38, -0.02], [-0.33, 0.51, 0.29], [0.13, -0.11, -0.09], [1.14, 1.10, -0.67], [0.31, 0.12, 0.39], [-0.44, 0.83, -0.69], [1.19, -0.13, 0.40], [0.95, 3.59, 0.88], [-0.16, -0.90, 1.48], [0.03, 0.77, -1.10], [0.65, 1.47, 0.66], [-0.47, -0.07, -0.79], [-0.42, -0.95, 2.44], [1.12, -1.08, -0.56], [0.39, 1.01, 1.03], [-0.26, 0.16, -0.10], [-0.37, -0.53, 0.51], [0.04, -0.25, 0.02], [0.28, 1.26, -1.52], [-0.16, 0.11, -0.52], [0.44, -0.11, -0.33], [-0.53, 0.01, -0.46], [-4.15, 6.50, 0.99], [0.01, 0.44, -0.74], [0.85, -0.10, 1.22], [-0.01, 0.77, 1.05], [-1.27, 0.91, 0.71], [-1.28, -1.09, 0.72], [1.78, 0.30, 0.30], [0.65, 0.07, -0.56], [0.37, -0.46, -0.10], [0.61, -1.38, -0.49], [-0.93, -3.46, -1.40], [0.76, 0.47, -1.79], [-0.39, -1.18, 1.89]]
}

---

Record 3
{
  "formula": "C13H27N2O5",
  "method": "the ωB97M-V functional and the def2-TZVPD basis",
  "total_charge": 1,
  "relative_energy_kcal_mol": 53.9,
  "molar_mass_g_mol": 291.37,
  "multiplicity": 1,
  "species": ["H", "C", "C", "O", "C", "H", "H", "H", "O", "H", "H", "O", "H", "H", "H", "H", "O", "H", "H", "C", "C", "C", "H", "C", "H", "C", "C", "N", "H", "H", "H", "H", "H", "H", "C", "H", "C", "H", "N", "C", "H", "C", "O", "H", "H", "H", "H"],
  "positions_angstrom": [[-1.0113, -2.6188, -2.9753], [1.4713, 3.6336, 4.1653], [-1.3417, 3.5240, 2.4596], [0.7127, -3.3658, -2.1371], [0.6789, -4.8418, -0.1985], [-1.5066, 3.1187, -2.4452], [0.0505, 0.5601, 2.6888], [0.9009, 0.2061, -2.5381], [-0.0984, -5.8552, -0.8050], [1.1450, -5.9274, -2.4808], [-0.7062, -3.2510, -0.6328], [0.1341, 4.0833, 4.3006], [-1.8090, 3.9644, 1.5719], [1.2938, -7.2929, -1.3422], [-0.1404, -7.1454, -2.3752], [1.4654, 0.4655, -0.9174], [-2.6364, -0.7161, -0.3246], [-2.1386, 3.2399, 3.1508], [0.3443, 4.8688, 2.3944], [-0.7224, 1.2834, 2.9460], [-0.4068, -3.5340, -2.9959], [0.9266, 0.9457, -1.7232], [1.5961, 2.9893, 3.2912], [-0.5667, 1.2986, -1.4623], [-1.0361, 5.4366, 3.3445], [-0.4362, 4.5561, 3.0968], [-0.6441, 2.7596, -1.9014], [0.6637, 3.0689, -2.5136], [-1.7009, 0.8012, 2.8613], [0.4365, -4.8407, 0.8688], [1.7193, 3.0648, 5.0589], [2.1549, 4.4853, 4.0905], [1.7471, -5.0553, -0.3006], [-0.0379, -3.7011, -4.0057], [0.3577, -3.4758, -0.7664], [0.9360, -2.7234, -0.2167], [-2.1870, -0.2215, -1.2635], [2.5309, 2.1625, -2.6821], [-1.4951, 0.3591, -2.0898], [1.5049, 2.1303, -2.3501], [-0.6387, 3.3373, -0.9752], [0.5974, -6.5861, -1.8034], [-0.6221, 2.3700, 2.0314], [0.8450, 3.9448, -2.9853], [-1.0190, -4.3862, -2.6977], [-0.5677, 1.6111, 3.9743], [-0.7436, 1.2697, -0.3899]],
  "atomic_forces_ev_per_a": [[-0.14, -0.09, -0.12], [0.00, 0.09, 0.06], [0.08, 0.02, -0.22], [-0.12, -0.04, -0.01], [-0.20, -0.12, 0.15], [0.04, -0.33, -0.63], [0.00, 0.01, -0.04], [0.27, -0.22, 0.05], [0.04, 0.10, -0.16], [0.01, 0.01, 0.01], [-0.02, -0.05, 0.04], [0.02, -0.16, -0.12], [-0.04, 0.02, 0.03], [0.04, 0.02, -0.04], [-0.03, -0.01, 0.05], [0.22, 0.24, 0.23], [-0.97, -0.50, -0.34], [0.01, -0.01, 0.03], [0.01, -0.03, -0.03], [-0.01, -0.07, -0.04], [0.09, 0.12, 0.06], [-1.15, -0.80, -0.92], [-0.01, 0.00, -0.01], [0.53, -0.10, 0.57], [0.00, 0.01, -0.05], [-0.07, 0.07, 0.24], [-0.22, 0.84, 1.23], [-0.51, -0.23, -0.27], [-0.01, 0.01, 0.05], [0.04, 0.03, 0.01], [-0.02, 0.03, 0.03], [0.03, -0.03, -0.04], [0.02, 0.03, -0.04], [0.05, 0.07, 0.00], [0.23, 0.13, -0.03], [-0.01, -0.03, 0.03], [1.23, 0.31, 0.84], [0.11, 0.36, -0.18], [-0.26, 0.21, -0.77], [0.59, -0.33, 0.23], [-0.13, 0.18, 0.02], [-0.02, -0.07, 0.06], [0.01, -0.02, -0.08], [0.15, 0.06, -0.06], [-0.01, 0.01, 0.01], [0.00, 0.02, 0.00], [0.11, 0.25, 0.19]]
}